No. 1
126
Properties=species:S:1:pos:R:3:mulliken_charge:R:1 method="wB97M-V/def2-TZVPD" orbital_gap_ha=0.2369 e_homo_ev=-11.3 fmax_ev_per_a=2.96 spin_multiplicity=1 charge=+1 energy_ha=-4362.619309 lumo_energy_ha=-0.1767
C 4.977 -0.443 -0.405 -0.84
O 3.703 0.033 -0.795 -0.06
C 3.808 1.261 -1.506 -0.79
C 2.449 1.578 -2.120 -0.26
C 2.125 0.753 -3.405 -1.35
C 0.745 0.073 -3.277 -0.66
C 0.903 -1.180 -2.378 -0.80
C -0.336 -2.139 -2.330 3.12
C -1.699 -1.438 -2.496 -1.88
C -2.850 -1.948 -1.596 0.02
C -4.202 -1.675 -2.339 -1.01
O -4.949 -0.650 -1.640 -0.38
C -5.859 -1.253 -0.803 0.82
C -7.311 -1.368 -1.232 -1.02
O -5.520 -1.702 0.224 -0.50
C -0.171 -2.845 -0.942 -0.95
P -0.282 -1.953 0.712 0.01
O -1.660 -2.584 1.391 -0.45
I -0.803 0.410 0.478 -0.04
O 1.108 -3.494 -1.141 -0.57
C 0.952 -4.192 -2.376 2.93
C 0.613 -5.633 -1.925 -2.15
C 0.908 -6.752 -2.969 -0.15
O 2.248 -7.134 -2.996 -0.59
C 0.124 -7.998 -2.455 0.64
F 0.537 -8.233 -1.196 -0.29
F 0.449 -9.073 -3.116 -0.27
F -1.179 -7.821 -2.462 -0.22
N 2.215 -4.218 -3.121 -0.63
C 3.201 -4.153 -2.449 0.19
S 4.411 -3.984 -1.516 -0.38
N -0.066 -3.377 -3.179 -0.87
I -1.751 -4.511 -3.771 0.51
P 0.672 -3.041 -4.854 0.17
O -0.509 -2.133 -5.545 -0.57
O 0.484 -4.476 -5.615 -0.38
H 4.888 -1.346 0.205 0.22
H 5.540 0.311 0.164 0.24
H 5.530 -0.720 -1.320 0.35
H 4.015 2.048 -0.759 0.23
H 4.643 1.269 -2.226 0.50
H 1.699 1.410 -1.334 -0.09
H 2.433 2.656 -2.318 0.56
H 2.945 0.057 -3.617 0.49
H 2.063 1.493 -4.211 0.44
H 0.240 -0.106 -4.231 0.71
H 0.116 0.789 -2.728 0.34
H 1.169 -0.810 -1.381 -0.05
H 1.812 -1.683 -2.725 0.08
H -1.624 -0.364 -2.313 0.25
H -1.977 -1.514 -3.556 0.56
H -2.839 -3.025 -1.412 0.30
H -2.946 -1.425 -0.644 0.18
H -4.820 -2.583 -2.372 0.37
H -4.061 -1.326 -3.366 0.50
H -7.970 -1.085 -0.409 0.14
H -7.537 -2.408 -1.492 0.35
H -7.534 -0.749 -2.106 0.36
H -0.913 -3.660 -0.845 0.49
H -1.548 -3.536 1.540 0.35
H 1.296 -5.839 -1.093 0.74
H -0.383 -5.732 -1.485 0.42
H 0.502 -6.545 -3.962 0.42
H 2.621 -7.079 -2.105 0.45
H -0.081 -1.373 -5.971 0.38
H 1.240 -4.620 -6.210 0.40
C 9.639 -3.873 -3.068 -1.19
C 9.447 -3.862 -1.559 0.36
C 9.004 -5.224 -1.048 -1.14
O 8.474 -2.877 -1.206 -0.48
H 8.700 -4.115 -3.575 0.27
H 9.948 -2.888 -3.421 0.31
H 10.394 -4.602 -3.365 0.38
H 10.379 -3.573 -1.073 0.30
H 8.045 -5.510 -1.491 0.23
H 8.862 -5.199 0.034 0.30
H 9.739 -5.994 -1.285 0.39
H 7.643 -3.119 -1.629 0.26
C 3.018 2.211 2.475 -1.12
C 4.310 2.996 2.310 0.72
C 4.537 3.944 3.477 -1.53
O 4.266 3.739 1.088 -0.56
H 2.156 2.885 2.510 0.34
H 2.866 1.541 1.625 0.15
H 3.029 1.616 3.390 0.41
H 5.151 2.304 2.231 0.21
H 3.727 4.675 3.544 0.32
H 5.461 4.506 3.341 0.33
H 4.596 3.404 4.422 0.33
H 3.526 4.356 1.146 0.36
C 7.060 7.567 4.911 -1.27
C 5.598 7.303 5.236 0.50
C 5.086 8.261 6.301 -1.38
O 5.441 5.956 5.685 -0.49
H 7.685 7.424 5.797 0.34
H 7.416 6.868 4.152 0.32
H 7.207 8.584 4.544 0.38
H 4.997 7.406 4.330 0.27
H 5.648 8.140 7.231 0.35
H 4.040 8.055 6.530 0.34
H 5.175 9.299 5.975 0.38
H 5.967 5.849 6.486 0.32
C -8.659 0.818 2.621 -0.65
C -7.472 1.766 2.547 0.25
C -7.476 2.554 1.246 -0.91
O -6.259 1.024 2.656 -0.56
H -8.624 0.090 1.806 0.01
H -8.640 0.254 3.554 0.32
H -9.605 1.361 2.561 0.22
H -7.499 2.456 3.393 0.31
H -7.403 1.883 0.384 0.19
H -6.616 3.224 1.200 0.30
H -8.386 3.148 1.145 0.30
H -6.217 0.408 1.915 0.28
C -11.838 3.856 3.047 -1.37
C -10.526 4.605 2.866 1.24
C -10.271 5.565 4.017 -1.43
O -10.551 5.326 1.635 -0.55
H -12.680 4.554 3.072 0.42
H -12.010 3.178 2.210 0.33
H -11.839 3.276 3.972 0.34
H -9.704 3.890 2.797 -0.44
H -11.062 6.318 4.074 0.38
H -9.332 6.100 3.868 0.35
H -10.225 5.037 4.971 0.35
H -11.274 5.963 1.680 0.34

No. 2
125
Properties=species:S:1:pos:R:3:mulliken_charge:R:1 method="wB97M-V/def2-TZVPD" orbital_gap_ha=0.3442 e_homo_ev=-10.9 fmax_ev_per_a=3.02 spin_multiplicity=1 charge=+1 energy_ha=-3901.834241 lumo_energy_ha=-0.0573
C -2.689 -4.425 -0.645 -0.79
C -3.676 -4.324 0.504 -0.97
C -3.708 -2.945 1.211 -0.56
C -3.925 -1.836 0.259 -0.70
N -4.015 -0.471 0.870 0.83
C -5.353 -0.256 1.516 -0.43
C -5.464 1.257 1.549 -0.76
C -4.847 1.669 0.202 -0.61
C -3.909 0.546 -0.249 0.31
C -2.872 -0.205 1.853 -1.12
H -3.095 -3.891 -1.516 0.25
H -2.491 -5.507 -0.894 0.37
H -1.733 -3.881 -0.473 0.19
H -3.381 -5.055 1.267 0.41
H -4.675 -4.552 0.134 0.38
H -2.760 -2.814 1.731 0.30
H -4.519 -3.024 1.928 0.30
H -4.840 -1.886 -0.307 0.51
H -3.180 -1.853 -0.509 0.23
H -5.357 -0.700 2.558 0.34
H -6.087 -0.851 0.911 0.37
H -4.845 1.724 2.326 0.23
H -6.491 1.596 1.720 0.46
H -4.181 2.535 0.356 0.17
H -5.544 1.942 -0.599 0.42
H -2.888 0.881 -0.439 -0.37
H -4.254 -0.046 -1.126 0.31
H -2.967 0.804 2.210 0.18
H -1.879 -0.356 1.404 0.41
H -2.928 -0.909 2.653 0.28
C 5.613 3.425 4.090 -1.41
C 4.108 3.308 4.142 -0.05
C 3.730 1.905 4.614 -0.83
C 2.220 1.748 4.483 -0.52
N 1.574 0.365 4.602 0.76
C 0.217 0.480 5.289 0.01
C 0.537 0.496 6.799 -0.78
C 2.016 0.007 6.926 -0.63
C 2.423 -0.482 5.556 -0.79
C 1.416 -0.237 3.270 -1.61
H 5.943 4.361 3.588 0.40
H 6.105 2.629 3.526 0.34
H 5.942 3.425 5.159 0.31
H 3.798 3.527 3.141 0.07
H 3.620 4.134 4.692 0.44
H 4.040 1.635 5.614 0.30
H 4.215 1.181 3.954 0.38
H 1.824 2.163 3.570 0.09
H 1.768 2.360 5.310 0.39
H -0.410 -0.381 4.900 0.30
H -0.200 1.428 4.923 0.00
H -0.127 -0.106 7.393 0.41
H 0.403 1.522 7.181 0.34
H 2.031 -0.876 7.522 0.48
H 2.773 0.710 7.271 0.28
H 2.056 -1.484 5.416 0.52
H 3.475 -0.561 5.332 0.46
H 0.924 -1.185 3.483 0.59
H 2.313 -0.394 2.683 0.38
H 0.751 0.374 2.676 0.39
C 4.783 -0.029 -3.183 -0.99
C 4.213 -1.462 -3.135 -0.72
C 2.716 -1.580 -3.317 0.93
C 2.348 -3.041 -3.354 -1.50
N 0.821 -3.289 -3.629 0.58
C 0.497 -4.783 -3.431 -0.43
C -0.552 -5.131 -4.461 -0.71
C -0.835 -3.866 -5.284 -0.60
C 0.444 -3.097 -5.083 -0.72
C -0.103 -2.473 -2.742 -1.06
H 4.205 0.590 -2.492 0.03
H 4.763 0.276 -4.236 0.34
H 5.811 0.054 -2.828 0.43
H 4.516 -1.841 -2.153 0.33
H 4.662 -2.197 -3.830 0.39
H 2.474 -1.141 -4.277 0.28
H 2.151 -1.082 -2.510 -0.32
H 2.656 -3.544 -2.430 0.44
H 2.845 -3.580 -4.160 0.48
H 0.076 -4.699 -2.434 0.21
H 1.366 -5.440 -3.592 0.44
H -1.470 -5.499 -4.017 0.37
H -0.235 -5.991 -5.077 0.32
H -1.710 -3.273 -5.085 0.21
H -0.892 -4.002 -6.374 0.49
H 0.541 -2.050 -5.289 0.49
H 1.212 -3.641 -5.622 0.45
H -1.075 -2.952 -2.855 0.47
H -0.185 -1.455 -3.075 0.25
H 0.232 -2.525 -1.702 -0.06
C 2.477 2.725 -0.331 -1.64
C 1.313 2.761 -1.281 0.62
C 1.811 2.693 -2.734 -0.95
O 0.729 2.935 -3.617 -0.36
C 1.253 2.940 -4.909 -0.79
N 0.235 1.709 -0.932 2.09
H -0.070 1.912 0.046 0.22
H -0.580 1.670 -1.555 -0.01
H 0.587 0.774 -0.875 -0.69
H 3.317 3.258 -0.773 0.49
H 2.790 1.677 -0.224 0.35
H 2.178 3.098 0.647 0.31
H 0.814 3.719 -1.306 0.28
H 2.222 1.710 -2.976 0.10
H 2.615 3.433 -2.898 0.69
H 0.527 3.364 -5.593 0.29
H 1.427 1.943 -5.402 0.19
H 2.212 3.486 -4.953 0.41
Cl 0.859 -1.246 0.474 -0.72
C -2.245 1.168 -5.116 0.38
F -1.878 2.434 -4.963 -0.22
F -3.259 1.116 -5.988 -0.22
F -1.205 0.426 -5.574 -0.20
S -2.757 0.454 -3.595 1.37
O -1.548 0.473 -2.805 -0.76
O -3.789 1.291 -3.076 -0.70
O -3.165 -0.911 -3.916 -0.75
C -1.271 4.963 1.957 0.52
F -1.855 5.804 2.818 -0.22
F -2.044 4.879 0.863 -0.21
F -0.016 5.291 1.734 -0.20
S -1.155 3.312 2.668 1.14
O -0.726 2.515 1.528 -1.13
O -0.160 3.361 3.711 -0.70
O -2.468 2.959 3.087 -0.77

No. 3
118
Properties=species:S:1:pos:R:3:mulliken_charge:R:1 method="wB97M-V/def2-TZVPD" orbital_gap_ha=0.2421 e_homo_ev=-9.8 fmax_ev_per_a=7.29 spin_multiplicity=1 charge=+1 energy_ha=-2667.175219 lumo_energy_ha=-0.1178
C 1.262 -2.308 4.480 -0.43
C 2.294 -1.161 4.289 -0.93
C 1.695 0.222 3.932 -0.23
C 0.621 0.766 4.913 -0.71
C -0.171 1.921 4.189 -0.66
C -1.677 1.598 3.967 -1.46
C -1.919 0.322 3.192 0.71
C -2.065 -0.847 3.901 -1.13
N -2.281 -2.026 3.297 0.16
C -2.400 -2.129 1.973 -0.82
C -2.263 -1.004 1.198 -0.22
C -2.002 0.251 1.767 1.06
C -1.797 1.517 0.967 -0.84
C -1.264 1.294 -0.474 -0.81
C -0.099 0.273 -0.606 0.19
C -0.365 -0.671 -1.841 -0.57
C 0.537 -0.224 -3.031 -1.10
C 2.028 -0.617 -2.831 -0.58
C 2.919 0.538 -3.373 -0.49
C 4.406 0.391 -2.930 -0.60
O 4.846 1.713 -2.508 -0.33
C 5.706 1.609 -1.436 0.63
C 5.196 2.197 -0.111 -0.85
O 6.804 1.115 -1.511 -0.52
H 1.603 -2.948 5.312 0.30
H 0.252 -1.970 4.755 0.06
H 1.165 -2.948 3.588 0.02
H 2.982 -1.118 5.147 0.42
H 2.927 -1.454 3.431 0.35
H 1.352 0.244 2.881 -0.06
H 2.535 0.941 3.971 0.40
H 1.145 1.233 5.763 0.37
H -0.048 -0.001 5.322 0.45
H 0.308 2.099 3.213 0.31
H -0.056 2.838 4.787 0.49
H -2.168 1.582 4.955 0.46
H -2.118 2.467 3.449 0.46
H -1.975 -0.813 4.985 0.48
H -2.358 -2.871 3.852 0.38
H -2.565 -3.092 1.489 0.43
H -2.320 -1.051 0.109 0.48
H -1.117 2.183 1.515 0.14
H -2.770 2.035 0.873 0.37
H -2.111 1.094 -1.148 0.53
H -0.868 2.270 -0.802 -0.07
H 0.871 0.755 -0.803 0.52
H 0.037 -0.383 0.268 -0.01
H -1.402 -0.593 -2.210 0.60
H -0.203 -1.733 -1.592 -0.19
H 0.444 0.869 -3.143 0.26
H 0.151 -0.691 -3.953 0.55
H 2.257 -1.505 -3.439 0.38
H 2.281 -0.811 -1.777 0.42
H 2.526 1.528 -3.090 0.25
H 2.901 0.519 -4.478 0.34
H 4.457 -0.323 -2.093 0.41
H 5.038 0.070 -3.770 0.25
H 5.807 3.045 0.226 0.33
H 5.263 1.394 0.637 0.24
H 4.148 2.508 -0.232 0.27
O -1.891 4.648 -1.108 -0.88
P -2.403 5.349 -2.358 0.90
N -0.855 5.898 -2.892 0.17
C -0.519 7.156 -3.522 -0.84
C 0.063 4.847 -3.323 -0.70
N -3.296 6.567 -1.488 0.20
C -2.687 7.839 -1.131 -1.09
C -4.001 6.054 -0.314 -1.10
N -3.191 5.842 -3.813 0.04
C -2.949 5.021 -4.997 -1.07
C -3.968 7.036 -4.081 -0.87
H -0.861 7.227 -4.565 0.24
H 0.565 7.290 -3.536 0.37
H -0.895 8.015 -2.975 0.19
H -0.133 4.531 -4.356 0.31
H -0.024 3.967 -2.681 -0.13
H 1.103 5.175 -3.256 0.44
H -1.727 7.717 -0.615 0.29
H -3.353 8.415 -0.485 0.40
H -2.556 8.476 -2.007 0.27
H -3.338 5.935 0.552 0.32
H -4.454 5.084 -0.527 0.35
H -4.812 6.731 -0.035 0.33
H -2.188 5.469 -5.647 0.31
H -3.860 4.881 -5.581 0.39
H -2.608 4.024 -4.714 0.30
H -3.324 7.908 -4.224 0.28
H -4.691 7.247 -3.298 0.27
H -4.559 6.918 -4.994 0.37
O -0.458 -4.484 0.746 -0.65
P -0.128 -5.968 0.620 0.85
N 0.535 -6.128 2.210 0.38
C 1.669 -6.922 2.632 -0.92
C -0.422 -5.983 3.301 -1.09
N 1.089 -5.742 -0.604 0.12
C 2.487 -5.548 -0.253 -1.09
C 0.732 -4.745 -1.614 -1.30
N -0.085 -7.664 0.323 0.01
C -1.089 -8.474 1.011 -1.11
C 0.887 -8.446 -0.416 -0.83
H 1.464 -8.001 2.651 0.24
H 1.967 -6.640 3.644 0.38
H 2.554 -6.747 2.027 0.19
H -0.976 -6.912 3.486 0.30
H -1.150 -5.198 3.078 0.13
H 0.075 -5.689 4.229 0.40
H 2.630 -4.753 0.490 0.25
H 3.075 -5.300 -1.139 0.39
H 2.938 -6.474 0.109 0.30
H 0.905 -3.719 -1.268 0.37
H -0.320 -4.834 -1.892 0.40
H 1.317 -4.904 -2.523 0.42
H -0.674 -8.954 1.904 0.31
H -1.491 -9.252 0.359 0.40
H -1.938 -7.860 1.318 0.32
H 1.800 -8.601 0.166 0.27
H 1.142 -7.999 -1.373 0.27
H 0.487 -9.434 -0.659 0.36